No. 1
The following is a quantum chemistry calculation of a structure of composition C18H12N4O7PtSbSe4 in a non-equilibrium geometry, from the Open Molecules 2025 dataset.

Energy above the lowest of the compared OMol25 structures with the same formula, charge and spin = 0.454 eV
M = 1028.993 g/mol
<S²> = 6.0337
Orbital gap (spin up / spin down) = 6.01 / 4.80 eV
LUMO level (spin up / spin down) = 1.08 / -1.00 eV

Geometry as ORCA input:
```
! wB97M-V def2-TZVPD RIJCOSX def2/J DEFGRID3
* xyz -1 5
Pt -0.1012 0.1009 0.5761
Sb -0.5358 -0.3223 4.5702
Se 0.4784 -1.9630 6.1494
Se 1.2778 -0.2970 2.7414
Se -0.7654 1.8512 5.6928
Se -2.6742 -1.2921 3.8064
O 3.2326 -3.1291 -3.5820
O 1.1508 1.6119 0.0600
O 1.2493 -1.0625 -0.6401
O 7.1150 0.8650 -1.1724
O 1.3791 -2.8643 -2.5381
O 3.0107 1.9536 1.2727
O 7.1036 -0.6787 -2.6734
N -1.5065 -1.4245 0.7507
N 2.5358 -2.5503 -2.7533
N 6.5447 0.0087 -1.8313
N 2.4283 1.3205 0.3492
C -4.0427 -0.7321 -2.5262
C -3.9145 0.2223 -1.5294
C -2.4317 3.2687 2.2735
C -3.3117 -1.9078 -2.4621
C 3.1422 -1.4631 -2.0149
C 5.1373 -0.2105 -1.5870
C -3.8997 1.9681 0.8951
C -2.8604 1.0981 0.5686
C 2.4027 -0.7119 -1.0376
C -2.4719 -2.1290 -1.3844
C 4.4804 -1.2076 -2.2734
C -3.0712 0.0275 -0.4379
C -1.5949 1.3157 1.1414
C -3.6909 3.0419 1.7451
C -2.3623 -1.1790 -0.3800
C 4.4588 0.6114 -0.6867
C -1.3889 2.4044 1.9715
C 3.1117 0.4242 -0.4754
H -2.0192 -1.3404 1.6482
H -4.7009 -0.5491 -3.3657
H -0.4050 2.5985 2.3772
H 4.9739 1.4117 -0.1781
H -4.4548 1.1556 -1.6117
H -4.8910 1.7912 0.4949
H -1.8778 -3.0340 -1.3260
H -1.0843 -2.3442 0.6951
H -3.3895 -2.6518 -3.2433
H 5.0046 -1.8131 -2.9943
H -2.2558 4.1063 2.9360
H -4.5154 3.6998 1.9892
*
```

Löwdin atomic charge list, values in e, 2 entries: Pt 1.1139; Sb -0.2688

=====

No. 2
The following is a quantum chemistry calculation of a cluster of 3 separate species, C30H54Cl2F2N3O5Si in total in a non-equilibrium geometry, from the Open Molecules 2025 dataset.

M = 673.766 g/mol
Orbital gap = 8.12 eV
LUMO level = -3.43 eV

Geometry as ORCA input:
```
! wB97M-V def2-TZVPD RIJCOSX def2/J DEFGRID3
* xyz 1 1
Cl 1.5198 -2.5123 4.3274
Cl 0.2687 -4.5456 2.0569
Si 5.6299 -1.4262 -1.9231
F 4.0110 1.5636 0.5541
F 2.9540 -0.0185 -0.5018
O -5.7322 -1.3579 -3.8395
O -3.0732 -1.5433 -0.0831
O 1.7984 1.7580 4.7289
O -2.6752 6.6634 1.4367
O 2.0015 0.6510 3.8549
N 2.7216 0.1155 1.7677
N 0.5140 0.2555 0.8547
N 1.1896 -1.7347 1.7808
C 1.4419 -0.4024 1.4662
C 0.6788 1.6511 0.4270
C -4.4090 8.1858 0.5776
C 2.9175 -5.1128 -0.8829
C -5.9363 -3.7550 -4.3740
C 3.1866 -2.9345 -1.8967
C -1.3848 -3.5291 4.0083
C -1.9744 -2.1659 -0.7491
C 4.8476 -0.6527 0.7455
C 5.0771 -4.0139 -0.8583
C 4.5351 -2.9158 -1.5423
C 5.8909 -0.3942 -0.3490
C 0.4228 -2.0148 3.0235
C -1.1446 8.4179 2.2368
C -0.6618 -1.3533 -0.6379
C 4.2643 -5.0934 -0.5443
C -7.0323 -1.1973 -3.2968
C -7.1020 -1.4137 -1.7941
C -0.6013 -3.1372 2.7611
C -1.1368 3.2308 1.5690
C -5.1597 -2.6431 -3.6905
C -0.7867 -0.3591 0.5247
C 3.6368 0.2504 0.6436
C 4.8842 -0.4110 -3.3337
C 7.3250 -2.0068 -2.5015
C -0.2921 2.5324 1.0850
C -3.8824 7.3502 1.7312
C 2.7592 1.1649 2.7740
C -1.5635 7.4833 1.1150
C 2.3865 -4.0261 -1.5645
H -7.7462 -1.8474 -3.8127
H -3.6467 -1.1151 -0.7241
H 4.6888 -5.9441 -0.0231
H -1.2204 -0.8076 1.4100
H -0.7490 6.7910 0.8958
H -5.3710 -4.6864 -4.3372
H 3.7917 1.3229 3.0910
H -0.4849 -0.8236 -1.5730
H 7.7665 -2.7162 -1.7996
H -1.4726 -2.6747 4.6808
H 6.1212 -4.0042 -0.5749
H -1.8899 9.1927 2.4203
H 2.2914 -5.9566 -0.6310
H -0.9177 -4.3627 4.5253
H 6.8669 -0.6704 0.0559
H 4.4497 -1.6691 0.6980
H -4.4740 7.5858 -0.3310
H 0.5126 1.6797 -0.6521
H 2.3395 2.1297 2.4779
H -3.7639 7.9631 2.6308
H 4.0424 -0.9377 -3.7876
H -3.7656 9.0415 0.3675
H 0.8356 1.8522 4.7303
H -1.9544 3.8684 1.8313
H 1.3385 -4.0121 -1.8412
H -6.1259 -3.4994 -5.4167
H -8.0880 -1.1388 -1.4205
H 4.5386 0.5767 -3.0255
H 2.0958 -2.1866 1.8772
H -1.2963 -2.8219 1.9854
H -5.0126 -2.8718 -2.6262
H -0.1087 -1.1082 3.3074
H -0.2088 8.9147 1.9804
H -4.1674 -2.5712 -4.1397
H -2.3933 -3.8389 3.7376
H 2.7304 -2.1105 -2.4300
H -4.6048 6.5705 1.9741
H -7.3156 -0.1713 -3.5303
H -1.0046 7.8625 3.1653
H -6.3539 -0.8022 -1.2848
H -1.4705 0.4292 0.2268
H -6.8990 -3.9337 -3.8932
H 5.9629 0.6575 -0.6262
H -1.8628 -3.1523 -0.2997
H -1.7562 8.0456 0.1953
H 7.2637 -2.4706 -3.4871
H 0.1423 -2.0602 -0.4433
H 5.6175 -0.2864 -4.1313
H -2.2395 -2.2943 -1.7992
H 1.6805 2.0270 0.6009
H -5.4007 8.5696 0.8161
H 5.2748 -0.4747 1.7350
H 8.0025 -1.1551 -2.6027
H -6.9246 -2.4556 -1.5223
*
```

Löwdin atomic charge list, values in e, 2 entries: Cl 0.7272; Cl 0.6399